# C5H7Br

A single C5H7Br molecule at a distorted geometry (the ωB97M-V functional and the def2-TZVPD basis, the Open Molecules 2025 dataset).

- Total energy: -2768.6076 a.u.
- E_HOMO: -9.041 eV
- Orbital gap: 0.366 Eh
- SMILES string: C=C/C(Br)=C/C

Geometry as ORCA input:
```
! RIJCOSX wB97M-V def2-TZVPD def2/J DEFGRID3
* xyz 0 1
C 0.734 -2.059 1.567
C 0.236 -0.869 1.739
C -0.091 0.108 0.302
Br -1.931 -0.240 0.094
C 0.478 0.973 -0.642
C -0.416 1.493 -1.815
H 0.593 -2.842 2.204
H 1.040 -2.321 0.607
H 0.015 -0.438 2.706
H 1.473 1.476 -0.694
H -1.305 2.061 -1.374
H -0.943 0.581 -2.184
H 0.117 2.077 -2.512
*
```

***

# C25H19ClN5O6RbS3

A molecular structure, C25H19ClN5O6RbS3 (the ωB97M-V functional and the def2-TZVPD basis, the Open Molecules 2025 dataset).

- Total energy: -3368.4368 a.u.
- E_HOMO: -2.638 eV
- Orbital gap: 0.239 Eh

Geometry as ORCA input:
```
! RIJCOSX wB97M-V def2-TZVPD def2/J DEFGRID3
* xyz -2 1
Rb 0.456 0.133 0.897
S -3.367 0.003 2.532
C -2.135 -0.174 3.678
N -0.845 -0.243 3.467
C -0.117 -0.379 4.631
C 1.276 -0.471 4.695
C 1.886 -0.616 5.929
C 1.134 -0.673 7.103
C -0.250 -0.580 7.056
C -0.867 -0.432 5.821
S -2.550 -0.286 5.419
H 1.864 -0.422 3.785
H 2.966 -0.685 5.979
H 1.631 -0.788 8.059
H -0.837 -0.622 7.965
N 0.907 3.674 -0.217
C -0.028 3.816 -1.331
C -0.434 2.441 -1.880
O 0.334 1.493 -1.613
O -1.489 2.409 -2.561
H 1.409 4.537 -0.051
H 1.585 2.964 -0.475
H 0.387 4.368 -2.187
H -0.928 4.341 -1.010
O 6.533 -2.672 0.994
C 5.738 -3.576 0.484
O 6.134 -4.653 0.081
C 4.294 -3.208 0.382
C 3.312 -3.992 -0.191
Cl 3.394 -5.510 -0.962
N 2.136 -3.341 -0.080
N 2.296 -2.152 0.532
C 3.583 -2.051 0.812
C 4.063 -0.767 1.480
O 5.313 -0.668 1.644
O 3.203 0.067 1.776
C 0.876 -3.660 -0.671
C 0.400 -2.842 -1.686
C -0.825 -3.125 -2.269
C -1.562 -4.217 -1.830
C -1.078 -5.024 -0.809
C 0.147 -4.748 -0.221
H 6.005 -1.801 1.283
H 0.986 -1.990 -2.009
H -1.197 -2.502 -3.074
H -2.523 -4.429 -2.281
H -1.662 -5.866 -0.459
H 0.538 -5.358 0.583
S -2.610 -1.028 -5.157
C -3.246 -0.957 -3.592
N -2.885 0.024 -2.721
C -3.334 0.129 -1.453
C -4.206 -0.782 -0.935
C -4.619 -1.825 -1.782
C -4.164 -1.910 -3.068
H -2.208 0.772 -2.997
H -2.937 0.970 -0.903
H -4.521 -0.710 0.094
H -5.304 -2.577 -1.406
H -4.474 -2.707 -3.728
*
```

***

# C5H13NO2

A molecular structure, C5H13NO2 at a distorted geometry (the ωB97M-V functional and the def2-TZVPD basis, the Open Molecules 2025 dataset).

- Total energy: -403.2834 a.u.
- E_HOMO (spin up / spin down): -3.383 / -3.379 eV
- Orbital gap (spin up / spin down): 0.245 / 0.207 Eh
- <S²>: 0.7734

Geometry as ORCA input:
```
! RIJCOSX wB97M-V def2-TZVPD def2/J DEFGRID3
* xyz -1 2
C 0.143 1.429 1.432
O 2.795 -0.117 -1.160
C 0.818 0.747 0.391
C 0.531 -0.719 0.163
C -0.890 -1.170 0.346
C -1.307 -2.236 -0.489
N -2.366 -2.952 -0.267
H -0.549 0.786 1.966
H -0.528 2.215 0.518
H 0.766 1.987 2.122
H 1.894 0.895 0.340
H 0.296 1.189 -0.708
H 0.977 -1.132 -0.735
H 1.054 -1.184 1.014
H -1.435 -1.083 1.279
H 0.099 1.157 -1.467
H -2.529 -3.564 -1.063
H -0.702 -2.281 -1.402
H -1.232 3.658 -0.314
H 3.562 -0.337 -1.697
O -1.397 2.711 -0.269
*
```

***

# C14H19GaIO4S

A molecular structure, C14H19GaIO4S at a distorted geometry (the ωB97M-V functional and the def2-TZVPD basis, the Open Molecules 2025 dataset).

- Total energy: -3466.3140 a.u.
- E_HOMO: -11.312 eV
- Orbital gap: 0.296 Eh

Geometry as ORCA input:
```
! RIJCOSX wB97M-V def2-TZVPD def2/J DEFGRID3
* xyz 1 1
Ga 1.664 0.489 1.048
C 1.597 -3.312 -5.604
O 2.171 -2.810 -4.409
C 1.456 -2.051 -3.589
C 0.155 -1.563 -3.866
C -0.468 -0.733 -2.985
C 0.142 -0.318 -1.772
C -0.422 0.698 -0.978
C -1.745 1.309 -1.340
O 0.132 1.197 0.064
C 1.402 -0.918 -1.436
O 1.984 -0.725 -0.268
C 2.039 -1.736 -2.363
H 2.376 -3.920 -6.064
H 1.312 -2.506 -6.288
H 0.727 -3.937 -5.381
H -0.342 -1.832 -4.783
H -1.453 -0.373 -3.228
H -1.704 1.750 -2.334
H -1.984 2.089 -0.621
H -2.522 0.545 -1.326
H 3.010 -2.142 -2.122
I 4.932 0.332 0.700
C 3.360 1.268 1.810
H 3.479 2.343 1.699
H 3.475 0.981 2.852
O 0.563 0.106 2.597
S -0.629 -0.074 3.553
C -0.713 1.472 4.523
C -2.193 1.615 4.832
C -2.972 1.317 3.541
C -2.089 0.494 2.602
H -0.335 2.278 3.893
H -0.096 1.397 5.414
H -2.408 2.619 5.199
H -2.482 0.911 5.614
H -3.255 2.247 3.051
H -3.888 0.779 3.777
H -1.683 1.091 1.787
H -2.596 -0.378 2.198
*
```

***

# C3H2FO3

2 unconnected molecules or ions with the total composition C3H2FO3 at a distorted geometry (the ωB97M-V functional and the def2-TZVPD basis, the Open Molecules 2025 dataset).

- Total energy: -440.9741 a.u.
- E_HOMO (spin up / spin down): -1.129 / -4.757 eV
- Orbital gap (spin up / spin down): 0.197 / 0.222 Eh
- <S²>: 2.0120

Geometry as ORCA input:
```
! RIJCOSX wB97M-V def2-TZVPD def2/J DEFGRID3
* xyz -1 3
C -0.418 1.934 0.049
C 2.227 0.181 0.376
C 0.256 0.788 0.909
O 0.290 2.758 -0.411
O -1.644 1.727 0.131
O 3.222 -0.093 0.965
F 2.333 0.373 -1.088
H -0.313 -0.069 1.005
H 0.544 1.138 1.927
*
```

***

# C23H33N2O2

A gas-phase ion, C23H33N2O2 (charge +1) (the ωB97M-V functional and the def2-TZVPD basis, the Open Molecules 2025 dataset).

- Total energy: -1155.9798 a.u.
- E_HOMO: -11.361 eV
- Orbital gap: 0.346 Eh
- SMILES string: CC[NH+]1CCN(C[C@@H](O)CO[C@@H](c2ccccc2)c2ccccc2C)CC1

Geometry as ORCA input:
```
! RIJCOSX wB97M-V def2-TZVPD def2/J DEFGRID3
* xyz 1 1
C -4.634 -0.971 2.413
C -3.318 -0.259 2.148
N -3.070 0.071 0.724
C -2.814 -1.107 -0.127
C -2.577 -0.618 -1.585
N -2.396 0.799 -1.660
C -1.090 1.404 -1.718
C -0.621 2.169 -0.457
O -0.768 1.392 0.718
C 0.869 2.591 -0.574
O 1.696 1.658 0.069
C 2.361 0.663 -0.716
C 3.773 0.459 -0.191
C 4.369 1.389 0.648
C 5.663 1.191 1.099
C 6.371 0.068 0.712
C 5.782 -0.858 -0.132
C 4.489 -0.665 -0.582
C 1.596 -0.647 -0.715
C 1.225 -1.212 -1.931
C 0.523 -2.404 -1.984
C 0.176 -3.042 -0.805
C 0.554 -2.492 0.407
C 1.276 -1.304 0.476
C 1.732 -0.817 1.820
C -3.546 1.531 -1.206
C -4.104 0.929 0.113
H -4.696 -1.921 1.889
H -4.705 -1.179 3.477
H -5.487 -0.357 2.139
H -3.289 0.678 2.709
H -2.486 -0.882 2.485
H -2.159 0.621 0.701
H -1.931 -1.623 0.256
H -3.667 -1.784 -0.086
H -1.710 -1.128 -2.005
H -3.448 -0.879 -2.197
H -0.379 0.607 -1.937
H -1.066 2.123 -2.548
H -1.234 3.067 -0.324
H 0.126 1.037 0.908
H 1.145 2.735 -1.622
H 1.015 3.535 -0.039
H 2.437 1.027 -1.752
H 3.819 2.267 0.950
H 6.117 1.921 1.753
H 7.380 -0.085 1.064
H 6.331 -1.735 -0.442
H 4.035 -1.391 -1.242
H 1.507 -0.721 -2.853
H 0.261 -2.836 -2.937
H -0.370 -3.973 -0.831
H 0.312 -3.007 1.326
H 2.002 0.233 1.817
H 2.621 -1.378 2.110
H 0.971 -0.996 2.578
H -3.276 2.577 -1.070
H -4.335 1.490 -1.969
H -4.988 0.323 -0.088
H -4.370 1.719 0.815
*
```

***

# C3H2Cl2FNO

2 unconnected molecules or ions with the total composition C3H2Cl2FNO at a distorted geometry (the ωB97M-V functional and the def2-TZVPD basis, the Open Molecules 2025 dataset).

- Total energy: -1265.6663 a.u.
- E_HOMO: -9.394 eV
- Orbital gap: 0.349 Eh

Geometry as ORCA input:
```
! RIJCOSX wB97M-V def2-TZVPD def2/J DEFGRID3
* xyz 0 1
C -0.500 -0.589 -0.390
C -1.795 -0.811 -0.441
C 0.648 0.707 0.767
N 1.821 0.949 0.165
O 0.304 0.708 1.937
F 0.325 -0.935 -1.377
Cl -2.578 -1.813 -1.638
Cl -2.793 -0.417 0.903
H 2.119 0.954 -0.755
H 2.448 1.247 0.828
*
```

***

# C5H14

2 unconnected molecules or ions with the total composition C5H14 at a distorted geometry (the ωB97M-V functional and the def2-TZVPD basis, the Open Molecules 2025 dataset).

- Total energy: -198.8740 a.u.
- E_HOMO: -11.394 eV
- Orbital gap: 0.461 Eh
- SMILES string: CCC.CC

Geometry as ORCA input:
```
! RIJCOSX wB97M-V def2-TZVPD def2/J DEFGRID3
* xyz 0 1
C -1.231 0.702 1.736
C -1.770 0.318 0.324
C -1.840 -1.193 0.163
H -1.398 -0.147 2.390
H -0.193 1.023 1.681
H -1.921 1.426 2.175
H -1.156 0.825 -0.407
H -2.785 0.712 0.289
H -2.118 -1.509 -0.844
H -2.521 -1.615 0.903
H -0.875 -1.677 0.348
C 1.623 0.268 -1.363
C 3.013 -0.087 -0.836
H 0.895 -0.064 -0.632
H 1.452 1.329 -1.561
H 1.358 -0.222 -2.303
H 2.990 -0.825 -0.036
H 3.606 -0.565 -1.596
H 3.625 0.771 -0.556
*
```

***

What is the formula in the first record?
C5H7Br